Record 1
C11H12ClMnNO2 as an isolated structure. Source: OMol25; level of theory: ωB97M-V/def2-TZVPD.

```
! RIJCOSX wB97M-V def2-TZVPD def2/J DEFGRID3
* xyz 2 4
Cl 0.5183 -2.0833 -1.9274
C -0.0931 1.7789 -1.2512
C -1.1701 1.4837 -0.3480
C -2.0535 0.5348 -1.0013
H -1.3666 1.9574 0.6164
C -1.5456 0.2972 -2.3362
C -0.3278 1.0561 -2.4853
H 0.2559 1.0989 -3.3777
H 0.6796 2.5109 -1.0720
H -3.0131 0.1838 -0.6173
C -2.2201 -0.5222 -3.3782
Mn -0.1262 -0.2799 -0.8702
C -1.0758 -1.8233 -0.0280
O -0.9596 -2.7320 0.6982
C 1.8573 -0.4480 -0.9686
O 2.9483 -0.7247 -0.6473
H -2.7169 -1.4088 -2.9342
H -1.5035 -0.8857 -4.1328
H -3.0017 0.0489 -3.9164
C 1.6135 0.2565 4.3434
C 2.0545 -0.2528 2.9418
C 1.0989 -0.0696 1.9128
N 0.3681 -0.0693 0.9914
H 1.5021 1.3464 4.3304
H 2.3393 0.0086 5.1415
H 0.6507 -0.1878 4.6249
H 2.9918 0.2502 2.6712
H 2.2952 -1.3250 3.0199
*
```

Properties
LUMO energy (alpha / beta), Eh: -0.359 / -0.355
Energy relative to the best compared isomer or geometry (same formula, charge and spin), kcal/mol: 0.0
⟨S²⟩: 3.986
Highest occupied orbital energy (alpha / beta), eV: -17.08 / -18.27
DFT total energy, Ha: -2242.061648

In the Löwdin picture, each atom carries the following charge in e:
1 Cl 0.568
2 C -0.034
3 C -0.031
4 C -0.024
5 H 0.162
6 C -0.302
7 C -0.003
8 H 0.159
9 H 0.158
10 H 0.168
11 C 0.002
12 Mn 0.259
13 C -0.097
14 O 0.185
15 C -0.182
16 O 0.184
17 H 0.114
18 H 0.107
19 H 0.131
20 C -0.049
21 C -0.162
22 C -0.017
23 N 0.108
24 H 0.090
25 H 0.107
26 H 0.091
27 H 0.152
28 H 0.158

---

Record 2
C7H8N as an isolated structure. Source: OMol25; level of theory: ωB97M-V/def2-TZVPD.

```
! RIJCOSX wB97M-V def2-TZVPD def2/J DEFGRID3
* xyz 1 1
C -1.9226 -0.8555 -0.3191
C -0.8934 -1.4997 0.5801
C -1.2544 1.5333 -0.7365
C -1.5064 1.5475 0.5628
C -0.9352 0.0227 -0.7797
C -1.2620 0.0536 0.7475
C 0.0720 -0.4789 0.1029
N 3.0173 -0.2698 0.0209
H -2.9904 -0.9172 -0.4778
H -0.7139 -2.4509 1.2269
H -1.0548 2.2437 -1.5589
H -1.7441 2.1867 1.4076
H 1.1711 -0.1803 0.0035
H 3.9473 0.2124 0.3585
H 2.8458 0.1180 -0.9026
H 3.2235 -1.2656 -0.2362
*
```

Properties
LUMO energy, Eh: -0.125
Energy relative to the best compared isomer or geometry (same formula, charge and spin), kcal/mol: 92.0
Highest occupied orbital energy, eV: -14.28
DFT total energy, Ha: -325.763645

In the Löwdin picture, each atom carries the following charge in e:
1 C 0.040
2 C 0.127
3 C 0.068
4 C 0.072
5 C -0.156
6 C -0.091
7 C 0.023
8 N -0.036
9 H 0.180
10 H 0.203
11 H 0.139
12 H 0.130
13 H 0.126
14 H 0.102
15 H 0.018
16 H 0.057

---

Record 3
C32H63N15O4PSc as an isolated structure. Source: OMol25; level of theory: ωB97M-V/def2-TZVPD.

```
! RIJCOSX wB97M-V def2-TZVPD def2/J DEFGRID3
* xyz 2 1
Sc 0.0855 -0.6104 -0.4242
C -3.4920 -0.4374 1.8536
N -2.4360 -0.7569 2.8019
C -2.7133 -0.3180 4.1666
C -1.4772 -1.6594 2.4983
N -1.0012 -1.8040 1.2535
C -0.9217 -3.2311 0.8612
C 0.4614 -3.6330 0.4217
N 0.8476 -2.8345 -0.7690
C 0.2569 -3.5041 -1.9660
C -0.3683 -2.5152 -2.9291
N -1.1103 -1.5437 -2.1311
C -2.1924 -0.9903 -2.6497
N -3.1562 -0.5449 -1.7432
C -3.8368 0.7288 -1.9711
C -4.0070 -1.6106 -1.2104
N -2.4305 -0.8452 -3.9617
C -3.7764 -0.7229 -4.5209
C -1.3996 -0.7204 -4.9864
C 2.3170 -2.7740 -0.8687
C 2.9062 -1.9671 0.2646
N 2.3718 -0.5871 0.2794
C 3.2766 0.2551 0.7961
N 4.1008 -0.1260 1.8181
C 5.5359 0.1197 1.8243
C 3.6010 -0.9036 2.9357
N 3.4771 1.4958 0.3214
C 4.2561 2.4950 1.0515
C 3.0859 1.8641 -1.0347
N -1.0516 -2.4387 3.5299
C -1.9694 -3.0744 4.4704
C 0.3183 -2.9023 3.6209
H -3.1063 -0.4580 0.8405
H -4.3158 -1.1499 1.9552
H -3.8853 0.5524 2.0764
H -2.9626 0.7424 4.1462
H -1.8405 -0.4588 4.7977
H -3.5612 -0.8495 4.6019
H -1.6128 -3.3861 0.0285
H -1.2599 -3.8890 1.6642
H 0.5222 -4.7004 0.1853
H 1.1621 -3.4417 1.2242
H -0.5122 -4.1935 -1.6224
H 1.0238 -4.1072 -2.4593
H -1.0324 -3.0565 -3.6094
H 0.4104 -2.0616 -3.5405
H -4.7883 0.6328 -2.4988
H -3.1798 1.4004 -2.5216
H -4.0444 1.1811 -0.9995
H -3.3967 -2.3933 -0.7678
H -4.6457 -2.0558 -1.9813
H -4.6632 -1.2015 -0.4480
H -4.5278 -1.0702 -3.8230
H -3.8276 -1.3484 -5.4118
H -3.9871 0.3082 -4.8080
H -0.4191 -0.6068 -4.5449
H -1.6112 0.1740 -5.5747
H -1.4025 -1.5857 -5.6509
H 2.5612 -2.3091 -1.8229
H 2.7424 -3.7850 -0.8696
H 3.9921 -1.9628 0.1397
H 2.7355 -2.4921 1.2068
H 5.8534 0.5344 0.8710
H 6.0550 -0.8306 1.9666
H 5.8367 0.7962 2.6270
H 2.5141 -0.9358 2.8966
H 3.8997 -0.4216 3.8689
H 3.9973 -1.9235 2.9412
H 5.2874 2.5470 0.6991
H 4.2528 2.2719 2.1154
H 3.8049 3.4740 0.8978
H 3.7593 1.4245 -1.7744
H 3.1349 2.9463 -1.1283
H 2.0710 1.5450 -1.2370
H -2.9991 -2.9055 4.1699
H -1.8259 -2.7162 5.4910
H -1.7908 -4.1516 4.4563
H 0.9596 -2.2629 3.0188
H 0.4314 -3.9415 3.2982
H 0.6392 -2.8401 4.6619
O 0.1921 3.1408 -5.4130
C 1.3191 2.4547 -5.5479
O 2.1053 2.6559 -6.4300
C 1.5877 1.3644 -4.5561
C 2.6503 0.5000 -4.6979
N 2.5893 -0.3646 -3.6697
N 1.5563 -0.1285 -2.8501
C 0.9486 0.9284 -3.3776
C -0.2417 1.4639 -2.6600
O -1.0250 2.2257 -3.2040
O -0.3456 1.0576 -1.4373
H -0.3417 2.8350 -4.6474
H 3.4145 0.4607 -5.4564
H 3.2084 -1.1395 -3.4990
C 0.3830 4.2215 2.9958
N -0.5617 3.2254 3.5028
C -1.9019 3.5791 3.0333
N -2.0060 3.7388 1.5851
C -1.0181 4.7215 1.1458
N 0.3432 4.3694 1.5428
C 0.8118 3.1661 0.8682
P -0.2039 1.6589 1.2588
C -0.1730 1.8782 3.0950
C -1.8324 2.4745 0.8841
H 1.3934 3.9468 3.3063
H 0.1356 5.1856 3.4417
H -2.1795 4.5253 3.4997
H -2.6145 2.8187 3.3621
H -1.2652 5.6848 1.5939
H -1.0671 4.8210 0.0603
H 1.8345 2.9760 1.1767
H 0.8015 3.3277 -0.2126
H 0.8418 1.6797 3.4556
H -0.8250 1.1483 3.5680
H -2.6607 1.8134 1.1223
H -1.8602 2.6427 -0.1945
*
```

Properties
LUMO energy, Eh: -0.168
Energy relative to the best compared isomer or geometry (same formula, charge and spin), kcal/mol: 19.4
Highest occupied orbital energy, eV: -12.78
DFT total energy, Ha: -3481.209958

Results of the Löwdin charge analysis, in e, for atoms 1 through 99:
1 Sc 0.994
2 C -0.038
3 N -0.113
4 C -0.046
5 C -0.386
6 N -0.005
7 C -0.194
8 C -0.172
9 N -0.209
10 C -0.137
11 C -0.199
12 N 0.016
13 C -0.380
14 N -0.153
15 C -0.042
16 C -0.041
17 N -0.084
18 C -0.011
19 C -0.013
20 C -0.168
21 C -0.209
22 N 0.015
23 C -0.389
24 N -0.161
25 C -0.040
26 C -0.041
27 N -0.118
28 C -0.039
29 C -0.022
30 N -0.149
31 C -0.029
32 C -0.030
33 H 0.048
34 H 0.110
35 H 0.091
36 H 0.081
37 H 0.098
38 H 0.102
39 H 0.096
40 H 0.129
41 H 0.146
42 H 0.083
43 H 0.122
44 H 0.137
45 H 0.138
46 H 0.086
47 H 0.090
48 H 0.086
49 H 0.087
50 H 0.078
51 H 0.093
52 H 0.082
53 H 0.078
54 H 0.107
55 H 0.108
56 H 0.058
57 H 0.114
58 H 0.111
59 H 0.098
60 H 0.145
61 H 0.138
62 H 0.082
63 H 0.093
64 H 0.103
65 H 0.100
66 H 0.068
67 H 0.105
68 H 0.100
69 H 0.100
70 H 0.098
71 H 0.094
72 H 0.104
73 H 0.105
74 H 0.038
75 H 0.095
76 H 0.102
77 H 0.104
78 H 0.063
79 H 0.101
80 H 0.110
81 O 0.146
82 C -0.488
83 O 0.140
84 C -0.036
85 C 0.033
86 N 0.041
87 N 0.063
88 C -0.193
89 C -0.525
90 O 0.094
91 O -0.218
92 H 0.064
93 H 0.153
94 H 0.159
95 C -0.172
96 N -0.135
97 C -0.169
98 N -0.132
99 C -0.165

---

Record 4
C8H14NO6P2Tm as an isolated structure. Source: OMol25; level of theory: ωB97M-V/def2-TZVPD.

```
! RIJCOSX wB97M-V def2-TZVPD def2/J DEFGRID3
* xyz 2 3
Tm 0.7422 0.5162 0.3792
C 1.1565 3.0968 1.3753
C 1.9354 3.0298 0.2176
C 2.9689 2.0937 0.1220
C 3.2191 1.2176 1.1809
C 2.4337 1.2792 2.3353
C 1.4074 2.2223 2.4352
H 0.3582 3.8240 1.4486
H 1.7380 3.7019 -0.6075
H 3.5710 2.0398 -0.7764
H 4.0135 0.4854 1.1027
H 2.6269 0.5991 3.1562
H 0.7996 2.2693 3.3302
N -1.4939 -1.9205 -2.4577
C -1.4755 -1.5109 -0.9860
C -2.6079 -2.2760 -0.2865
P -1.6407 0.3038 -0.7765
O -3.0501 0.6142 -1.3525
O -0.4554 0.9794 -1.4385
O -1.4044 0.4982 0.7182
P 0.1987 -2.1932 -0.4025
O 0.2081 -1.8008 1.1655
O 0.1965 -3.5889 -0.8145
O 1.2409 -1.1499 -0.8100
H -2.4495 -1.9345 -2.8240
H -1.1038 -2.8739 -2.5280
H -0.9330 -1.3026 -3.0524
H -3.5737 -2.0433 -0.7385
H -2.6568 -1.9877 0.7620
H -2.4259 -3.3489 -0.3590
H -3.3879 1.5228 -1.3830
H -0.1562 -2.3628 1.8645
*
```

Properties
LUMO energy (alpha / beta), Eh: -0.262 / -0.265
⟨S²⟩: 2.002
Highest occupied orbital energy (alpha / beta), eV: -17.80 / -17.81
DFT total energy, Ha: -2587.124486

In the Löwdin picture, each atom carries the following charge in e:
1 Tm 1.569
2 C -0.070
3 C -0.070
4 C -0.079
5 C -0.094
6 C -0.100
7 C -0.082
8 H 0.143
9 H 0.144
10 H 0.145
11 H 0.145
12 H 0.142
13 H 0.143
14 N 0.216
15 C -0.482
16 C -0.044
17 P 0.329
18 O -0.031
19 O -0.333
20 O -0.340
21 P 0.358
22 O -0.164
23 O -0.192
24 O -0.360
25 H 0.179
26 H 0.164
27 H 0.177
28 H 0.102
29 H 0.100
30 H 0.103
31 H 0.141
32 H 0.140

---

Record 5
C5H10O3Tb as an isolated structure. Source: OMol25; level of theory: ωB97M-V/def2-TZVPD.

```
! RIJCOSX wB97M-V def2-TZVPD def2/J DEFGRID3
* xyz 2 8
C -2.7873 -0.1439 -0.3064
O -2.1226 -1.3592 -0.2888
C -1.9496 0.9642 -0.9429
O -0.6916 1.0137 -0.2538
C 0.4319 0.7099 -0.9312
C 1.6226 0.5128 -0.0738
O 1.4485 -0.7354 0.6426
C 2.4877 -1.0514 1.5657
Tb -0.3716 -1.7160 0.2380
H -3.0710 0.1865 0.7128
H -3.7243 -0.2030 -0.8930
H -2.4250 1.9461 -0.8253
H -1.7845 0.7541 -2.0098
H 0.4591 0.7917 -2.0190
H 1.7215 1.3101 0.6812
H 2.5322 0.4358 -0.6834
H 2.2586 -2.0288 2.0005
H 3.4460 -1.0998 1.0326
H 2.5193 -0.2874 2.3538
*
```

Properties
LUMO energy (alpha / beta), Eh: -0.345 / -0.336
Energy relative to the best compared isomer or geometry (same formula, charge and spin), kcal/mol: 0.0
⟨S²⟩: 16.726
Highest occupied orbital energy (alpha / beta), eV: -18.79 / -16.73
DFT total energy, Ha: -1245.984597

In the Löwdin picture, each atom carries the following charge in e:
1 C -0.232
2 O -0.387
3 C -0.109
4 O -0.105
5 C -0.121
6 C -0.125
7 O -0.480
8 C -0.007
9 Tb 2.080
10 H 0.150
11 H 0.160
12 H 0.165
13 H 0.149
14 H 0.157
15 H 0.169
16 H 0.165
17 H 0.109
18 H 0.131
19 H 0.131

---

Record 6
C24H25FN5O6RuS2 as an isolated structure. Source: OMol25; level of theory: ωB97M-V/def2-TZVPD.

```
! RIJCOSX wB97M-V def2-TZVPD def2/J DEFGRID3
* xyz 0 2
Ru 2.8150 0.4101 1.8856
C 6.8942 0.7482 2.8717
C 5.4677 0.3644 3.2093
C 5.3923 -0.6720 4.3168
O 4.8600 -0.2511 2.0351
C 4.6606 1.6059 3.6490
O 5.1717 2.4029 4.4035
O 3.4252 1.6936 3.2233
H 7.4678 -0.1418 2.6086
H 7.3478 1.2371 3.7307
H 6.9170 1.4520 2.0364
H 5.9860 -1.5462 4.0479
H 4.3601 -0.9827 4.4816
H 5.7760 -0.2402 5.2400
H 5.1772 0.2348 1.2527
S 0.5791 1.1745 1.8790
C 0.2040 -0.2186 2.8056
S 1.6686 -0.9679 3.3380
C -1.0647 -0.7301 3.0539
C -2.2331 -0.1333 2.5261
N -3.2109 0.3336 2.1220
C -1.2565 -1.9367 3.7867
N -1.4499 -2.9146 4.3653
C -0.1441 0.7071 -5.2341
C -0.0621 1.6391 -4.0357
N 0.4882 0.9788 -2.8508
C 1.7448 1.2760 -2.4492
C 2.3558 0.7305 -1.3645
C 3.6921 1.2815 -0.9152
O 4.5317 1.5511 -1.7579
O 3.7893 1.4777 0.3529
C 1.7084 -0.3167 -0.6617
O 2.2044 -0.9079 0.3284
C 0.3629 -0.6534 -1.0976
C -0.3755 -1.5435 -0.3150
C -1.7196 -1.6437 -0.4987
F -2.4231 -2.4453 0.3256
C -2.3883 -0.8886 -1.4773
C -1.6377 -0.0983 -2.3241
C -0.2584 0.0615 -2.1263
N -3.8138 -0.7526 -1.5506
C -4.6090 -1.8765 -1.0743
C -6.0672 -1.6461 -1.4082
N -6.5047 -0.3827 -0.7161
C -5.6842 0.7880 -1.1907
C -4.2326 0.4949 -0.8967
H -0.5527 1.2389 -6.0935
H -0.7804 -0.1540 -5.0295
H 0.8478 0.3401 -5.4973
H -1.0378 2.0581 -3.7860
H 0.5895 2.4824 -4.2545
H 2.2696 2.0191 -3.0364
H 0.1132 -2.0646 0.4987
H -2.1667 0.4569 -3.0857
H -4.5297 -2.0275 0.0095
H -4.2770 -2.7949 -1.5560
H -6.6918 -2.4599 -1.0455
H -6.2313 -1.4914 -2.4734
H -6.3587 -0.4899 0.2925
H -7.4980 -0.2125 -0.8653
H -6.0244 1.6736 -0.6579
H -5.8837 0.8884 -2.2570
H -4.0643 0.4645 0.1891
H -3.6360 1.3198 -1.2827
*
```

Properties
LUMO energy (alpha / beta), Eh: -0.052 / -0.052
Energy relative to the best compared isomer or geometry (same formula, charge and spin), kcal/mol: 0.0
⟨S²⟩: 0.755
Highest occupied orbital energy (alpha / beta), eV: -7.19 / -7.08
DFT total energy, Ha: -2645.939345

In the Löwdin picture, each atom carries the following charge in e:
1 Ru 0.984
2 C -0.007
3 C -0.505
4 C -0.003
5 O -0.125
6 C -0.567
7 O 0.090
8 O -0.193
9 H 0.093
10 H 0.094
11 H 0.101
12 H 0.093
13 H 0.061
14 H 0.101
15 H 0.095
16 S 0.657
17 C -1.080
18 S 0.642
19 C -0.386
20 C -0.235
21 N 0.138
22 C -0.264
23 N 0.142
24 C -0.061
25 C -0.187
26 N -0.027
27 C 0.051
28 C -0.037
29 C -0.592
30 O 0.061
31 O -0.142
32 C -0.340
33 O -0.146
34 C -0.061
35 C 0.089
36 C -0.191
37 F 0.068
38 C -0.150
39 C 0.055
40 C -0.114
41 N -0.073
42 C -0.157
43 C -0.089
44 N 0.059
45 C -0.087
46 C -0.149
47 H 0.080
48 H 0.070
49 H 0.086
50 H 0.114
51 H 0.122
52 H 0.151
53 H 0.145
54 H 0.116
55 H 0.130
56 H 0.148
57 H 0.138
58 H 0.137
59 H 0.186
60 H 0.180
61 H 0.140
62 H 0.136
63 H 0.076
64 H 0.138